[1]
Here is 5 unconnected molecules or ions with the total composition C43H53F3N2O17 from OMol25. Energies are from ωB97M-V with the def2-TZVPD basis set.

net charge: 0
gap between HOMO and LUMO: 8.18 eV
HOMO energy: -9.192 eV
SMILES string: CCOCCC1=CC(=O)c2c(CCC(F)(F)F)c(CCc3ccccc3)c(ON=O)c(CCN)c2C1=O.C[C@@H]1COC(=O)O1.C[C@@H]1COC(=O)O1.C[C@@H]1COC(=O)O1.C[C@@H]1COC(=O)O1

The geometry in XYZ format:
```
118
C43H53F3N2O17 | OMol25 | ωB97M-V with the def2-TZVPD basis set
C 0.090 2.522 3.768
C -0.496 1.811 2.567
O -1.750 2.319 2.143
C -1.719 3.647 1.678
C -0.850 3.855 0.433
C -1.001 2.766 -0.585
C -2.137 2.123 -0.860
C -2.169 1.122 -1.946
O -3.146 1.000 -2.657
C -0.911 0.328 -2.139
C -0.913 -1.015 -2.539
C -2.203 -1.777 -2.752
C -2.498 -2.837 -1.684
C -3.034 -2.237 -0.410
F -2.206 -1.302 0.118
F -3.214 -3.180 0.542
F -4.230 -1.630 -0.593
C 0.318 -1.671 -2.718
C 0.365 -3.103 -3.195
C 1.404 -3.443 -4.275
C 1.424 -2.448 -5.407
C 2.630 -1.993 -5.919
C 2.665 -1.088 -6.972
C 1.483 -0.620 -7.524
C 0.271 -1.062 -7.016
C 0.241 -1.968 -5.969
C 1.474 -0.958 -2.449
O 2.699 -1.604 -2.613
N 3.085 -2.495 -1.580
O 2.414 -2.470 -0.629
C 1.515 0.367 -2.033
C 2.840 1.031 -1.791
C 3.381 1.794 -3.029
N 2.739 1.354 -4.273
C 0.288 1.006 -1.880
C 0.209 2.408 -1.388
O 1.070 3.237 -1.598
H 0.921 1.928 4.150
H 0.502 3.504 3.536
H -0.645 2.634 4.564
H -0.684 0.768 2.818
H 0.223 1.806 1.738
H -2.753 3.919 1.464
H -1.373 4.341 2.450
H -1.148 4.806 -0.015
H 0.202 3.972 0.688
H -3.066 2.358 -0.360
H -2.162 -2.275 -3.719
H -3.049 -1.109 -2.803
H -3.270 -3.513 -2.046
H -1.612 -3.406 -1.407
H -0.605 -3.385 -3.590
H 0.534 -3.755 -2.332
H 1.150 -4.431 -4.665
H 2.405 -3.530 -3.861
H 3.559 -2.348 -5.490
H 3.624 -0.753 -7.343
H 1.511 0.080 -8.348
H -0.652 -0.699 -7.450
H -0.713 -2.311 -5.584
H 3.562 0.266 -1.517
H 2.761 1.712 -0.946
H 4.447 1.594 -3.098
H 3.206 2.852 -2.853
H 2.035 2.024 -4.556
H 3.407 1.320 -5.031
C -4.041 -0.592 5.826
C -3.618 0.415 6.861
C -3.974 1.859 6.575
O -2.942 2.566 7.285
C -1.859 1.757 7.343
O -0.777 2.106 7.694
O -2.178 0.511 6.940
H -3.600 -1.564 6.038
H -5.126 -0.696 5.830
H -3.719 -0.285 4.830
H -3.975 0.127 7.854
H -4.952 2.160 6.940
H -3.882 2.095 5.513
C 6.161 -3.654 -0.846
C 7.545 -3.738 -1.432
C 8.576 -2.792 -0.858
O 9.476 -2.625 -1.962
C 8.771 -2.820 -3.104
O 9.168 -2.580 -4.195
O 7.547 -3.324 -2.814
H 5.460 -4.243 -1.434
H 6.161 -4.031 0.176
H 5.805 -2.624 -0.844
H 7.919 -4.766 -1.401
H 9.110 -3.182 0.004
H 8.141 -1.819 -0.617
C -4.194 -0.517 -5.583
C -3.797 -1.701 -6.421
C -4.827 -2.234 -7.391
O -4.454 -3.616 -7.495
C -3.840 -3.969 -6.341
O -3.565 -5.079 -6.026
O -3.587 -2.867 -5.594
H -3.452 -0.342 -4.808
H -4.265 0.381 -6.195
H -5.151 -0.685 -5.088
H -2.854 -1.506 -6.943
H -4.804 -1.766 -8.371
H -5.837 -2.180 -6.977
C -0.268 4.268 9.991
C -0.782 3.858 11.342
C -2.163 4.354 11.707
O -2.105 4.388 13.140
C -0.809 4.575 13.494
O -0.440 4.826 14.594
O -0.006 4.437 12.415
H 0.782 4.002 9.884
H -0.827 3.761 9.207
H -0.355 5.348 9.856
H -0.730 2.771 11.460
H -2.971 3.704 11.382
H -2.336 5.370 11.343
```

Atom charges from the Löwdin analysis, given in e for atoms 1 to 99: number 1, C, carries -0.06; number 2, C, carries -0.26; number 3, O, carries -0.15; number 4, C, carries -0.22; number 5, C, carries -0.11; number 6, C, carries -0.12; number 7, C, carries 0.09; number 8, C, carries -0.30; number 9, O, carries 0.10; number 10, C, carries -0.02; number 11, C, carries -0.07; number 12, C, carries -0.12; number 13, C, carries -0.04; number 14, C, carries -0.60; number 15, F, carries 0.14; number 16, F, carries 0.12; number 17, F, carries 0.13; number 18, C, carries -0.07; number 19, C, carries -0.12; number 20, C, carries -0.13; number 21, C, carries -0.22; number 22, C, carries -0.04; number 23, C, carries -0.09; number 24, C, carries -0.09; number 25, C, carries -0.08; number 26, C, carries -0.03; number 27, C, carries -0.17; number 28, O, carries -0.05; number 29, N, carries 0.03; number 30, O, carries 0.09; number 31, C, carries -0.08; number 32, C, carries -0.11; number 33, C, carries -0.23; number 34, N, carries 0.03; number 35, C, carries -0.02; number 36, C, carries -0.27; number 37, O, carries 0.12; number 38, H, carries 0.08; number 39, H, carries 0.07; number 40, H, carries 0.07; number 41, H, carries 0.12; number 42, H, carries 0.11; number 43, H, carries 0.12; number 44, H, carries 0.12; number 45, H, carries 0.14; number 46, H, carries 0.12; number 47, H, carries 0.14; number 48, H, carries 0.09; number 49, H, carries 0.09; number 50, H, carries 0.14; number 51, H, carries 0.13; number 52, H, carries 0.10; number 53, H, carries 0.12; number 54, H, carries 0.13; number 55, H, carries 0.09; number 56, H, carries 0.12; number 57, H, carries 0.10; number 58, H, carries 0.10; number 59, H, carries 0.09; number 60, H, carries 0.10; number 61, H, carries 0.10; number 62, H, carries 0.11; number 63, H, carries 0.11; number 64, H, carries 0.09; number 65, H, carries 0.07; number 66, H, carries 0.06; number 67, C, carries -0.02; number 68, C, carries -0.32; number 69, C, carries -0.08; number 70, O, carries 0.06; number 71, C, carries -0.57; number 72, O, carries 0.15; number 73, O, carries 0.09; number 74, H, carries 0.09; number 75, H, carries 0.09; number 76, H, carries 0.09; number 77, H, carries 0.16; number 78, H, carries 0.14; number 79, H, carries 0.14; number 80, C, carries -0.03; number 81, C, carries -0.33; number 82, C, carries -0.09; number 83, O, carries 0.06; number 84, C, carries -0.57; number 85, O, carries 0.17; number 86, O, carries 0.08; number 87, H, carries 0.08; number 88, H, carries 0.09; number 89, H, carries 0.08; number 90, H, carries 0.16; number 91, H, carries 0.14; number 92, H, carries 0.14; number 93, C, carries -0.01; number 94, C, carries -0.32; number 95, C, carries -0.08; number 96, O, carries 0.07; number 97, C, carries -0.56; number 98, O, carries 0.17; number 99, O, carries 0.05

[2]
Here is a molecular structure, C43H54N6O3P2S2Si2V from OMol25. Energies are from ωB97M-V with the def2-TZVPD basis set.

net charge: 0
2S+1: 2
gap between HOMO and LUMO (alpha / beta): 6.55 / 7.18 eV
HOMO energy (alpha / beta): -7.291 / -7.368 eV

The geometry in XYZ format:
```
113
C43H54N6O3P2S2Si2V | OMol25 | ωB97M-V with the def2-TZVPD basis set
V -0.722 1.201 0.746
C -3.592 -2.850 3.247
N -3.163 -1.458 3.194
C -2.901 -0.765 4.453
C -2.899 -0.858 2.032
O -2.465 0.296 1.962
C -3.204 -1.604 0.752
O -3.120 -0.733 -0.350
C -4.114 0.233 -0.457
C -3.543 1.644 -0.514
O -2.374 1.909 -0.198
N -4.369 2.614 -0.909
C -5.771 2.377 -1.227
C -3.929 4.008 -0.899
H -3.483 -3.198 4.271
H -2.964 -3.480 2.617
H -4.638 -2.968 2.956
H -2.215 -1.356 5.059
H -3.834 -0.621 5.002
H -2.453 0.200 4.240
H -4.181 -2.098 0.795
H -2.443 -2.371 0.615
H -4.840 0.200 0.364
H -4.667 0.049 -1.383
H -5.903 1.495 -1.851
H -6.140 3.233 -1.786
H -6.374 2.271 -0.323
H -2.958 4.080 -0.426
H -4.651 4.606 -0.344
H -3.862 4.385 -1.921
C 1.873 -4.777 2.315
Si 1.311 -2.988 2.464
C 0.189 -2.910 3.964
C 2.843 -1.934 2.773
N 0.441 -2.595 1.061
P 0.387 -1.931 -0.328
C 0.085 -0.184 -0.374
P 1.124 1.012 -1.076
N 0.599 2.271 -0.181
Si 1.166 3.934 -0.042
C 2.406 4.263 -1.412
C -0.271 5.087 -0.315
C 2.008 4.253 1.588
C 2.902 0.766 -0.890
C 3.402 0.976 0.397
C 4.746 0.777 0.668
C 5.605 0.376 -0.346
C 5.112 0.153 -1.624
C 3.765 0.338 -1.896
C 0.745 1.349 -2.822
C 1.666 1.845 -3.743
C 1.263 2.186 -5.027
C -0.067 2.052 -5.401
C -0.998 1.592 -4.479
C -0.594 1.249 -3.199
C -0.880 -2.803 -1.327
C -1.173 -4.115 -0.955
C -2.074 -4.872 -1.691
C -2.686 -4.331 -2.814
C -2.390 -3.030 -3.199
C -1.494 -2.275 -2.455
C 1.857 -2.277 -1.368
C 3.031 -2.737 -0.784
C 4.130 -3.060 -1.570
C 4.061 -2.942 -2.949
C 2.890 -2.488 -3.545
C 1.799 -2.153 -2.757
H 2.344 -5.138 3.235
H 2.593 -4.903 1.500
H 1.012 -5.418 2.101
H -0.430 -3.811 4.031
H -0.457 -2.034 3.905
H 0.772 -2.829 4.886
H 2.746 -1.356 3.695
H 3.025 -1.216 1.969
H 3.730 -2.569 2.866
H 1.941 4.274 -2.400
H 3.233 3.548 -1.421
H 2.838 5.253 -1.237
H -0.700 4.925 -1.308
H 0.063 6.128 -0.255
H -1.041 4.942 0.444
H 2.520 3.363 1.959
H 1.298 4.565 2.354
H 2.758 5.040 1.466
H 2.731 1.269 1.196
H 5.117 0.930 1.674
H 6.657 0.225 -0.138
H 5.774 -0.182 -2.413
H 3.391 0.113 -2.885
H 2.701 1.988 -3.463
H 1.991 2.564 -5.733
H -0.377 2.317 -6.403
H -2.042 1.505 -4.759
H -1.320 0.922 -2.464
H -0.695 -4.526 -0.073
H -2.294 -5.889 -1.390
H -3.385 -4.923 -3.391
H -2.856 -2.604 -4.080
H -1.272 -1.262 -2.755
H 3.086 -2.854 0.291
H 5.039 -3.415 -1.100
H 4.914 -3.209 -3.561
H 2.826 -2.399 -4.622
H 0.890 -1.811 -3.237
S 0.511 0.542 2.546
C 0.044 1.997 3.390
S -1.088 2.948 2.512
C 0.568 2.313 4.618
C 1.508 1.440 5.246
N 2.263 0.713 5.727
C 0.190 3.518 5.285
N -0.122 4.490 5.818
```

Atom charges from the Löwdin analysis, given in e for atoms 1 to 99: number 1, V, carries 0.48; number 2, C, carries -0.03; number 3, N, carries -0.11; number 4, C, carries -0.01; number 5, C, carries -0.40; number 6, O, carries -0.08; number 7, C, carries -0.09; number 8, O, carries -0.11; number 9, C, carries -0.10; number 10, C, carries -0.35; number 11, O, carries -0.09; number 12, N, carries -0.11; number 13, C, carries -0.03; number 14, C, carries 0.00; number 15, H, carries 0.09; number 16, H, carries 0.09; number 17, H, carries 0.09; number 18, H, carries 0.09; number 19, H, carries 0.10; number 20, H, carries 0.09; number 21, H, carries 0.14; number 22, H, carries 0.11; number 23, H, carries 0.15; number 24, H, carries 0.13; number 25, H, carries 0.09; number 26, H, carries 0.09; number 27, H, carries 0.11; number 28, H, carries 0.06; number 29, H, carries 0.10; number 30, H, carries 0.10; number 31, C, carries -0.19; number 32, Si, carries 0.28; number 33, C, carries -0.18; number 34, C, carries -0.19; number 35, N, carries -0.22; number 36, P, carries 0.71; number 37, C, carries -0.44; number 38, P, carries 0.76; number 39, N, carries -0.34; number 40, Si, carries 0.36; number 41, C, carries -0.16; number 42, C, carries -0.18; number 43, C, carries -0.16; number 44, C, carries -0.28; number 45, C, carries -0.10; number 46, C, carries -0.06; number 47, C, carries -0.07; number 48, C, carries -0.07; number 49, C, carries -0.11; number 50, C, carries -0.25; number 51, C, carries -0.09; number 52, C, carries -0.07; number 53, C, carries -0.08; number 54, C, carries -0.07; number 55, C, carries -0.09; number 56, C, carries -0.29; number 57, C, carries -0.08; number 58, C, carries -0.08; number 59, C, carries -0.09; number 60, C, carries -0.08; number 61, C, carries -0.10; number 62, C, carries -0.27; number 63, C, carries -0.07; number 64, C, carries -0.08; number 65, C, carries -0.09; number 66, C, carries -0.09; number 67, C, carries -0.09; number 68, H, carries 0.03; number 69, H, carries 0.02; number 70, H, carries 0.02; number 71, H, carries 0.02; number 72, H, carries -0.02; number 73, H, carries 0.04; number 74, H, carries 0.01; number 75, H, carries -0.01; number 76, H, carries 0.03; number 77, H, carries 0.02; number 78, H, carries 0.03; number 79, H, carries 0.04; number 80, H, carries 0.03; number 81, H, carries 0.04; number 82, H, carries -0.01; number 83, H, carries 0.02; number 84, H, carries 0.02; number 85, H, carries 0.04; number 86, H, carries 0.05; number 87, H, carries 0.12; number 88, H, carries 0.11; number 89, H, carries 0.11; number 90, H, carries 0.09; number 91, H, carries 0.09; number 92, H, carries 0.11; number 93, H, carries 0.10; number 94, H, carries 0.10; number 95, H, carries 0.08; number 96, H, carries 0.10; number 97, H, carries 0.10; number 98, H, carries 0.10; number 99, H, carries 0.10